1.
# C2H3MgO2Rb

A molecular structure, C2H3MgO2Rb (wB97M-V/def2-TZVPD, the OMol25 dataset).

Positions of all 9 atoms, in Å:
H (2.928, 0.256, -4.217)
O (1.100, 0.748, -1.375)
C (0.265, 0.167, -0.665)
C (0.265, 0.187, 0.751)
O (-0.776, -0.216, 1.446)
Rb (-3.631, -0.912, 0.476)
Mg (-0.749, -0.362, 3.450)
H (-0.555, -0.423, -1.147)
H (1.152, 0.555, 1.282)

Properties
* expectation value of S²: 0.75
* 2S+1: 2
* orbital gap: 4.00 eV
* total charge: +1
* LUMO: -5.717 eV

These are the natural (NBO) partial charges, in e, on atoms 1 to 5: 0.000 -0.421 0.251 0.261 -0.815



2.
# C2H3MnO3

A molecular structure, C2H3MnO3 (wB97M-V/def2-TZVPD, the OMol25 dataset).

Positions of all 9 atoms, in Å:
O (-0.056, 0.021, -0.675)
C (0.677, 1.118, -0.224)
Mn (-1.630, -0.496, -1.577)
H (0.664, 1.963, -0.935)
H (0.281, 1.469, 0.746)
H (1.739, 0.847, -0.085)
O (-1.053, -2.098, -0.023)
C (-0.448, -1.500, 0.822)
O (-0.174, -1.326, 1.950)

Properties
* expectation value of S²: 12.00
* 2S+1: 7
* orbital gap (spin up / spin down): 7.39 / 10.19 eV
* LUMO (spin up / spin down): 0.328 / -0.206 eV

These are the natural (NBO) partial charges, in e, on atoms 1 to 5: -1.050 -0.235 0.891 0.164 0.165



3.
# C2H3N2O

A gas-phase ion, C2H3N2O (charge +1) (wB97M-V/def2-TZVPD, the OMol25 dataset).

Positions of all 8 atoms, in Å:
C (-0.110, 0.752, -0.965)
C (-0.219, 0.435, 0.421)
N (0.236, 1.046, -1.987)
N (0.192, -0.929, 0.394)
O (-0.533, -1.871, 0.185)
H (0.403, 1.086, 1.061)
H (-1.293, 0.586, 0.519)
H (1.323, -1.103, 0.374)

Properties
* SMILES: N#CC[NH+]=O
* orbital gap: 8.83 eV
* total charge: +1
* LUMO: -9.019 eV

These are the natural (NBO) partial charges, in e, on atoms 1 to 5: 0.176 -0.390 -0.100 0.200 0.020



Relative energy (zero: lowest compared OMol25 entry of this formula, charge and spin) / eV: 3.961; 0.000; 4.848